{"formula": "C14H16Br2GaN2O2", "method": "ωB97M-V/def2-TZVPD", "elements": ["Ga", "C", "O", "C", "C", "O", "C", "H", "H", "H", "H", "H", "H", "H", "H", "H", "H", "Br", "C", "C", "C", "N", "C", "C", "C", "C", "C", "Br", "C", "C", "N", "H", "H", "H", "H", "H", "H"], "coordinates": [[-0.044, 0.843, 0.549], [2.486, 0.133, -1.028], [1.801, 0.309, 0.263], [2.382, -0.495, 1.338], [1.675, -0.137, 2.634], [0.271, 0.075, 2.317], [-0.600, 0.198, 3.490], [3.520, 0.450, -0.912], [1.986, 0.760, -1.763], [2.445, -0.911, -1.334], [3.440, -0.244, 1.414], [2.278, -1.550, 1.084], [2.080, 0.764, 3.096], [1.755, -0.969, 3.332], [-0.470, -0.684, 4.112], [-1.626, 0.244, 3.133], [-0.352, 1.097, 4.052], [-6.445, 0.556, -0.706], [-4.617, 0.540, -0.414], [-3.925, -0.669, -0.277], [-2.579, -0.641, -0.024], [-1.904, 0.527, 0.083], [-2.543, 1.716, -0.098], [-3.897, 1.742, -0.333], [-1.690, 2.933, -0.047], [-2.157, 4.205, -0.274], [-1.265, 5.289, -0.264], [-1.887, 7.008, -0.559], [0.093, 5.042, -0.035], [0.503, 3.756, 0.202], [-0.370, 2.724, 0.204], [-4.442, -1.615, -0.368], [-2.011, -1.553, 0.098], [-4.423, 2.676, -0.463], [-3.202, 4.395, -0.469], [0.815, 5.847, -0.041], [1.541, 3.522, 0.397]], "lumo_energy_ev": -11.0, "orbital_gap_ev": 7.80, "total_charge": 3, "total_energy_ha": -7874.87694}

{"formula": "C9H18I2InN3OP2", "method": "ωB97M-V/def2-TZVPD", "elements": ["I", "I", "In", "P", "C", "C", "H", "H", "H", "H", "H", "H", "C", "H", "H", "H", "P", "C", "C", "H", "H", "H", "C", "H", "H", "H", "H", "H", "H", "C", "O", "N", "C", "N", "C", "N"], "coordinates": [[0.343, -0.873, -4.649], [-0.414, 1.696, -3.724], [-0.001, -0.073, -0.331], [-2.529, -0.227, -0.464], [-3.388, 1.355, -0.009], [-3.096, -0.712, -2.142], [-4.182, -0.848, -2.231], [-4.236, -1.638, 0.723], [-2.589, -1.650, -2.414], [-2.644, -2.412, 0.584], [-3.102, 2.160, -0.702], [-2.803, 0.071, -2.857], [-3.153, -1.455, 0.760], [-4.493, 1.308, -0.005], [-2.923, -1.102, 1.776], [-3.071, 1.666, 1.000], [2.536, -0.140, -0.456], [3.340, 1.467, 0.010], [3.195, -1.348, 0.772], [2.661, -1.567, -2.401], [4.221, -0.715, -2.208], [2.828, 0.160, -2.851], [3.131, -0.610, -2.129], [2.719, -2.321, 0.595], [4.284, -1.494, 0.738], [4.445, 1.460, 0.019], [3.008, 1.768, 1.017], [2.952, -1.006, 1.788], [3.030, 2.265, -0.681], [-0.044, 2.384, -0.079], [-0.063, 3.321, 0.572], [0.011, -0.686, 1.740], [0.006, -0.648, 2.928], [0.000, -0.701, 4.185], [0.008, 0.280, 5.043], [0.012, 0.865, 6.085]], "lumo_energy_ev": -8.8, "relative_energy_kcal_mol": 0.0, "orbital_gap_ev": 5.41, "total_charge": 2, "total_energy_ha": -2060.85816}

{"formula": "C25H66N7O26P3", "method": "ωB97M-V/def2-TZVPD", "elements": ["C", "C", "O", "P", "O", "O", "C", "C", "O", "C", "C", "H", "H", "H", "H", "H", "H", "H", "H", "H", "H", "H", "H", "H", "H", "H", "C", "C", "O", "P", "O", "O", "C", "C", "O", "C", "C", "H", "H", "H", "H", "H", "H", "H", "H", "H", "H", "H", "H", "H", "H", "H", "C", "C", "O", "P", "O", "O", "C", "C", "O", "C", "C", "H", "H", "H", "H", "H", "H", "H", "H", "H", "H", "H", "H", "H", "H", "H", "C", "N", "O", "O", "H", "H", "H", "C", "N", "O", "O", "H", "H", "H", "C", "N", "O", "O", "H", "H", "H", "C", "N", "O", "O", "H", "H", "H", "C", "N", "O", "O", "H", "H", "H", "C", "N", "O", "O", "H", "H", "H", "C", "N", "O", "O", "H", "H", "H"], "coordinates": [[7.054, 3.183, 25.174], [7.969, 1.951, 25.191], [7.282, 0.745, 24.888], [7.952, -0.648, 25.257], [9.290, -1.033, 24.665], [6.775, -1.654, 24.881], [6.460, -1.936, 23.561], [4.999, -2.510, 23.543], [7.891, -0.640, 26.874], [6.655, -0.252, 27.503], [6.120, -1.412, 28.176], [7.118, 3.806, 24.282], [6.021, 2.860, 25.302], [7.294, 3.855, 25.999], [8.942, 2.047, 24.708], [8.218, 2.038, 26.248], [6.447, -1.159, 22.796], [7.202, -2.621, 23.153], [4.224, -1.786, 23.796], [4.739, -2.929, 22.571], [4.951, -3.369, 24.213], [7.035, 0.469, 28.226], [5.924, 0.194, 26.828], [5.412, -1.030, 28.911], [5.819, -2.243, 27.539], [6.853, -1.685, 28.936], [12.005, 7.496, 29.090], [11.803, 8.857, 28.286], [12.863, 9.834, 28.340], [13.350, 10.211, 29.855], [12.247, 10.138, 30.847], [14.533, 9.121, 29.982], [15.588, 9.096, 29.066], [16.780, 9.499, 29.880], [14.105, 11.637, 29.656], [13.594, 12.610, 28.770], [14.295, 12.658, 27.357], [12.973, 6.997, 29.051], [11.962, 7.736, 30.152], [11.255, 6.717, 28.952], [11.672, 8.635, 27.227], [10.783, 9.127, 28.560], [15.847, 8.164, 28.564], [15.454, 9.911, 28.354], [16.410, 10.363, 30.431], [16.900, 8.749, 30.662], [17.818, 9.704, 29.616], [12.515, 12.605, 28.616], [13.682, 13.426, 29.487], [15.311, 12.986, 27.575], [14.373, 11.652, 26.943], [13.856, 13.373, 26.661], [3.565, 0.867, 18.565], [4.174, 2.088, 19.234], [5.494, 2.178, 18.738], [6.714, 2.840, 19.506], [7.155, 2.036, 20.644], [7.937, 3.155, 18.480], [7.624, 3.689, 17.245], [7.343, 2.640, 16.072], [6.131, 4.265, 19.897], [6.922, 5.084, 20.783], [6.196, 6.257, 21.480], [4.282, 0.152, 18.161], [2.891, 0.314, 19.219], [2.997, 1.249, 17.717], [3.613, 3.000, 19.031], [4.388, 1.828, 20.271], [6.698, 4.258, 17.330], [8.425, 4.394, 17.025], [8.266, 2.696, 15.495], [7.283, 1.628, 16.473], [6.473, 2.790, 15.432], [7.132, 4.481, 21.667], [7.913, 5.490, 20.578], [5.173, 6.086, 21.816], [6.606, 6.529, 22.453], [6.245, 7.167, 20.884], [11.409, 3.681, 27.087], [10.718, 2.410, 27.632], [10.148, 2.522, 28.718], [10.751, 1.496, 26.828], [10.660, 4.465, 26.979], [11.748, 3.524, 26.063], [12.195, 3.993, 27.776], [6.240, 8.766, 30.250], [6.531, 9.217, 28.849], [7.434, 10.028, 28.674], [5.804, 8.688, 28.043], [6.461, 9.609, 30.904], [6.882, 7.943, 30.562], [5.165, 8.606, 30.159], [3.397, 7.235, 26.378], [2.411, 6.139, 26.096], [1.260, 6.326, 26.480], [2.830, 5.160, 25.478], [3.323, 8.225, 25.928], [4.323, 6.854, 25.948], [3.679, 7.354, 27.424], [6.919, 3.258, 29.976], [7.270, 4.714, 29.744], [7.109, 5.509, 30.638], [7.540, 4.992, 28.615], [7.129, 3.035, 31.022], [7.541, 2.559, 29.418], [5.873, 3.187, 29.678], [10.916, 6.931, 20.966], [10.806, 7.827, 22.061], [11.803, 8.508, 22.235], [9.965, 7.533, 22.882], [9.909, 6.601, 20.711], [11.546, 6.057, 21.133], [11.612, 7.379, 20.256], [7.532, 7.614, 25.822], [8.886, 7.656, 26.453], [9.502, 8.642, 26.118], [9.263, 6.759, 27.228], [7.862, 7.297, 24.833], [7.228, 8.627, 26.085], [7.031, 6.785, 26.321], [8.168, 11.117, 24.669], [8.392, 10.242, 23.452], [7.552, 9.255, 23.381], [9.255, 10.520, 22.608], [8.033, 12.119, 24.262], [9.046, 11.128, 25.314], [7.261, 10.721, 25.126]], "lumo_energy_ev": [-2.4, -9.4], "s_squared": 0.76, "orbital_gap_ev": [9.35, 2.32], "spin_multiplicity": 2, "total_charge": 1, "total_energy_ha": -4354.82773}

{"formula": "C18H30IN3OSi", "method": "ωB97M-V/def2-TZVPD", "elements": ["C", "C", "C", "C", "O", "Si", "I", "C", "C", "N", "H", "H", "H", "H", "H", "H", "H", "H", "H", "H", "H", "H", "H", "H", "H", "H", "C", "N", "C", "C", "C", "C", "C", "C", "C", "C", "N", "C", "C", "C", "H", "H", "H", "H", "H", "H", "H", "H", "H", "H", "H", "H", "H", "H"], "coordinates": [[5.747, -1.505, -2.782], [5.723, -0.392, -3.831], [5.633, 1.023, -3.257], [4.444, 1.246, -2.334], [3.249, 0.736, -2.957], [1.908, 0.424, -2.083], [1.718, -2.044, -2.016], [0.447, 1.284, -2.873], [-0.467, 0.427, -3.754], [-1.319, -0.455, -2.939], [5.411, -2.455, -3.197], [5.116, -1.286, -1.919], [6.761, -1.665, -2.409], [6.635, -0.455, -4.427], [4.900, -0.545, -4.530], [5.512, 1.717, -4.093], [6.549, 1.280, -2.721], [4.322, 2.320, -2.175], [4.607, 0.774, -1.360], [2.068, 0.836, -0.663], [-0.170, 1.768, -2.113], [0.910, 2.060, -3.492], [0.112, -0.150, -4.475], [-1.094, 1.098, -4.348], [-2.243, -0.052, -2.860], [-1.414, -1.370, -3.357], [-7.621, -0.024, 3.355], [-6.149, -0.037, 3.173], [-5.374, -0.472, 4.182], [-4.006, -0.521, 4.051], [-3.414, -0.121, 2.855], [-4.238, 0.332, 1.829], [-5.603, 0.366, 2.016], [-1.941, -0.187, 2.671], [-1.392, -0.900, 1.612], [-0.022, -0.941, 1.461], [0.783, -0.295, 2.313], [0.278, 0.399, 3.347], [-1.079, 0.466, 3.553], [2.254, -0.332, 2.113], [-7.862, 0.582, 4.225], [-7.963, -1.046, 3.497], [-8.083, 0.401, 2.471], [-5.882, -0.780, 5.085], [-3.416, -0.886, 4.880], [-3.831, 0.670, 0.886], [-6.281, 0.713, 1.250], [-2.008, -1.438, 0.905], [0.457, -1.483, 0.660], [0.989, 0.893, 3.995], [-1.453, 1.038, 4.391], [2.718, -0.730, 3.011], [2.602, 0.679, 1.917], [2.475, -0.969, 1.262]], "lumo_energy_ev": -7.6, "orbital_gap_ev": 5.81, "total_charge": 2, "total_energy_ha": -1530.10687}

{"formula": "C35H42N6O3SSbSe4W", "method": "ωB97M-V/def2-TZVPD", "elements": ["W", "C", "C", "C", "C", "C", "N", "C", "C", "C", "N", "C", "C", "C", "C", "C", "C", "C", "C", "N", "C", "C", "C", "N", "C", "C", "C", "C", "O", "C", "O", "H", "H", "H", "H", "H", "H", "H", "H", "H", "H", "H", "H", "H", "H", "H", "H", "H", "H", "H", "H", "H", "H", "H", "H", "H", "H", "H", "H", "C", "C", "C", "N", "C", "S", "N", "C", "O", "C", "C", "C", "C", "C", "C", "H", "H", "H", "H", "H", "H", "H", "H", "H", "H", "H", "H", "H", "H", "Se", "Sb", "Se", "Se", "Se"], "coordinates": [[1.565, -0.506, -0.231], [0.847, 1.855, 5.736], [0.471, 1.403, 4.351], [-0.613, 0.576, 4.149], [-0.961, 0.103, 2.870], [-2.074, -0.786, 2.737], [-2.569, -1.129, 1.593], [-3.683, -2.050, 1.382], [-3.616, -2.707, -0.004], [-2.214, -2.950, -0.543], [-1.436, -3.803, 0.353], [-0.330, -4.407, 0.117], [0.558, -4.327, -1.031], [1.178, -5.527, -1.397], [2.205, -5.595, -2.324], [2.808, -6.911, -2.734], [2.730, -4.385, -2.754], [2.213, -3.162, -2.327], [3.031, -1.992, -2.526], [3.014, -0.921, -1.813], [4.081, 0.064, -2.073], [4.947, 0.270, -0.835], [4.260, 1.167, 0.182], [2.915, 0.715, 0.408], [1.768, 1.416, 0.708], [0.976, 1.267, 1.973], [1.248, 1.753, 3.236], [-0.147, 0.449, 1.776], [-0.329, -0.083, 0.554], [1.037, -3.102, -1.551], [0.487, -1.946, -1.265], [0.006, 2.331, 6.241], [1.671, 2.567, 5.708], [1.158, 1.003, 6.343], [-1.207, 0.254, 4.997], [-2.539, -1.193, 3.629], [-2.110, -0.731, 0.777], [-4.623, -1.503, 1.473], [-3.641, -2.789, 2.182], [-4.117, -2.069, -0.729], [-4.175, -3.644, 0.039], [-1.661, -2.024, -0.689], [-2.263, -3.443, -1.515], [-1.791, -3.964, 1.316], [-0.009, -5.079, 0.916], [0.836, -6.442, -0.923], [2.045, -7.684, -2.818], [3.541, -7.248, -2.000], [3.312, -6.829, -3.696], [3.610, -4.384, -3.388], [3.808, -2.078, -3.286], [3.615, 1.006, -2.368], [4.686, -0.288, -2.910], [5.890, 0.728, -1.134], [5.181, -0.701, -0.392], [4.230, 2.201, -0.185], [4.814, 1.170, 1.126], [1.583, 2.327, 0.137], [2.119, 2.383, 3.382], [0.381, 5.009, 0.541], [0.362, 5.336, -0.949], [0.586, 4.123, -1.838], [-0.545, 3.203, -1.696], [-0.545, 1.916, -1.962], [0.846, 1.061, -2.449], [-1.718, 1.200, -1.902], [-2.970, 1.514, -1.354], [-3.597, 0.622, -0.829], [-3.518, 2.885, -1.505], [-3.438, 3.560, -2.724], [-4.013, 4.815, -2.851], [-4.651, 5.397, -1.762], [-4.736, 4.721, -0.552], [-4.184, 3.457, -0.425], [0.177, 5.899, 1.135], [1.356, 4.624, 0.843], [-0.367, 4.257, 0.805], [1.138, 6.066, -1.182], [-0.588, 5.809, -1.223], [1.498, 3.590, -1.574], [0.671, 4.414, -2.887], [-1.428, 3.640, -1.469], [-1.545, 0.202, -1.938], [-2.943, 3.097, -3.569], [-3.971, 5.334, -3.798], [-5.093, 6.379, -1.862], [-5.241, 5.176, 0.289], [-4.258, 2.907, 0.505], [1.254, -2.408, 5.368], [0.559, -4.175, 3.991], [2.048, -2.094, 1.353], [1.942, -5.788, 2.963], [-1.807, -4.377, 3.562]], "lumo_energy_ev": -3.4, "orbital_gap_ev": 6.11, "total_charge": 1, "total_energy_ha": -12224.35875}

{"formula": "C33H30Br2I2KN10S2", "method": "ωB97M-V/def2-TZVPD", "elements": ["K", "N", "C", "S", "N", "N", "C", "C", "C", "C", "C", "C", "C", "C", "C", "C", "C", "C", "N", "H", "H", "H", "H", "H", "H", "H", "H", "H", "H", "H", "C", "C", "N", "C", "S", "N", "N", "C", "C", "C", "C", "C", "C", "C", "N", "H", "H", "H", "H", "H", "H", "H", "H", "H", "H", "H", "H", "H", "Br", "C", "C", "C", "N", "C", "C", "C", "C", "C", "Br", "C", "C", "N", "H", "H", "H", "H", "H", "H", "I", "I"], "coordinates": [[0.114, 0.183, -0.049], [2.003, -4.511, 1.894], [1.409, -3.317, 1.596], [1.589, -2.815, -0.095], [0.768, -2.743, 2.562], [0.083, -1.586, 2.226], [-0.465, -1.017, 3.236], [-0.307, -1.445, 4.657], [-1.436, -1.672, 5.434], [-1.316, -2.030, 6.770], [-0.059, -2.139, 7.347], [1.074, -1.899, 6.578], [0.952, -1.562, 5.241], [-1.301, 0.209, 3.003], [-1.331, 1.213, 3.967], [-2.074, 2.353, 3.716], [-2.779, 2.441, 2.529], [-2.700, 1.388, 1.628], [-1.974, 0.291, 1.852], [2.741, -4.811, 1.284], [2.057, -4.743, 2.873], [-2.418, -1.566, 4.988], [-2.203, -2.217, 7.361], [0.041, -2.408, 8.391], [2.059, -1.981, 7.020], [1.832, -1.397, 4.634], [-0.753, 1.107, 4.875], [-2.089, 3.163, 4.435], [-3.369, 3.313, 2.280], [-3.201, 1.427, 0.668], [-1.530, 2.108, -5.335], [-2.456, 2.873, -4.399], [-1.777, 3.404, -3.243], [-1.535, 2.717, -2.073], [-2.255, 1.163, -1.860], [-0.790, 3.445, -1.249], [-0.236, 2.805, -0.167], [0.086, 3.587, 0.805], [-0.281, 5.041, 0.861], [0.891, 3.034, 1.945], [1.265, 3.876, 2.994], [2.028, 3.373, 4.036], [2.418, 2.049, 4.005], [2.011, 1.282, 2.922], [1.261, 1.746, 1.933], [-2.067, 1.722, -6.205], [-0.714, 2.739, -5.697], [-1.096, 1.261, -4.799], [-2.953, 3.696, -4.922], [-3.230, 2.202, -4.033], [-1.136, 4.174, -3.367], [-0.946, 5.279, 0.039], [-0.777, 5.271, 1.809], [0.598, 5.689, 0.795], [0.971, 4.914, 2.991], [2.326, 4.021, 4.852], [3.040, 1.614, 4.776], [2.307, 0.242, 2.837], [1.085, -1.077, -7.233], [0.927, -0.881, -5.361], [1.727, 0.023, -4.694], [1.537, 0.139, -3.324], [0.645, -0.567, -2.641], [-0.109, -1.447, -3.297], [-0.005, -1.634, -4.672], [-1.102, -2.236, -2.478], [-1.818, -3.294, -3.031], [-2.701, -3.968, -2.209], [-3.703, -5.414, -2.906], [-2.856, -3.597, -0.889], [-2.086, -2.535, -0.435], [-1.233, -1.876, -1.207], [2.462, 0.624, -5.209], [2.135, 0.839, -2.749], [-0.635, -2.327, -5.206], [-1.699, -3.598, -4.058], [-3.543, -4.111, -0.232], [-2.156, -2.186, 0.590], [3.432, -1.019, 0.230], [5.416, 1.179, 0.712]], "lumo_energy_ev": 2.0, "relative_energy_kcal_mol": 1.3, "orbital_gap_ev": 6.48, "total_charge": -1, "total_energy_ha": -8963.00975}